[1]
ORCA calculation (ωB97M-V with the def2-TZVPD basis set) on an isolated molecule of C4H7N2P at a distorted geometry.

Calculated values
HOMO: -7.3 eV
total charge: 0
multiplicity: 1
SMILES string: N=C=C/C=C(/N)P
maximum force: 3.0 eV Å⁻¹
electronic energy: -16527.05734 eV
energy above the lowest of the compared OMol25 structures with the same formula, charge and spin: 2.7524 eV

XYZ file:
```
14
Properties=species:S:1:pos:R:3:mulliken_charge:R:1
C -0.66588 0.42104 -0.36801 -0.377
C -1.63226 -0.57747 -0.21238 -0.425
C 0.63866 0.21892 -0.06967 0.534
C -2.96626 -0.45684 -0.20234 0.068
N 1.70446 1.11942 -0.16751 -0.613
N -4.14618 -0.17078 0.02591 -0.526
P 1.33734 -1.46981 -0.05655 -0.263
H -1.15147 1.36517 -0.25374 0.310
H -1.19087 -1.49355 -0.15613 0.371
H 1.49987 2.06814 0.12137 0.242
H 2.47324 0.77614 0.43030 0.262
H 2.49565 -0.91745 -0.82634 0.071
H -4.90814 -0.06592 -0.75357 0.286
H 0.74616 -1.76493 -1.27052 0.060
```

[2]
ORCA calculation (ωB97M-V with the def2-TZVPD basis set) on a cluster of 2 separate species, C2 in total at a distorted geometry.

Calculated values
HOMO (spin up / spin down): -1.5 / -1.2 eV
total charge: -1
multiplicity: 2
maximum force: 6.2 eV Å⁻¹
electronic energy: -2060.87637 eV
expectation value of S²: 0.751
energy above the lowest of the compared OMol25 structures with the same formula, charge and spin: 8.0941 eV

XYZ file:
```
2
Properties=species:S:1:pos:R:3:mulliken_spin:R:1
C -0.18900 0.86811 0.77986 0.500
C 0.18900 -0.86811 -0.77986 0.500
```

[3]
ORCA calculation (ωB97M-V with the def2-TZVPD basis set) on a structure of composition C15H14N7O3Re at a distorted geometry.

Calculated values
HOMO (spin up / spin down): -18.1 / -18.0 eV
total charge: +3
multiplicity: 2
maximum force: 3.7 eV Å⁻¹
electronic energy: -34449.56208 eV
expectation value of S²: 0.779
energy above the lowest of the compared OMol25 structures with the same formula, charge and spin: 0.0000 eV

XYZ file:
```
40
Properties=species:S:1:pos:R:3:mulliken_spin:R:1
Re 0.07187 1.13232 -0.42193 0.944
C -4.09102 -2.58797 -1.25033 0.021
C -3.87723 -1.36707 -0.59813 -0.006
C -2.61942 -0.81628 -0.55013 0.009
C -1.52942 -1.45567 -1.18233 0.050
C -1.75852 -2.67668 -1.85913 -0.014
C -3.02542 -3.21147 -1.90023 0.012
N -0.28432 -0.87248 -1.13523 -0.028
N 0.68748 -1.45198 -1.69043 -0.004
C 1.87638 -0.82618 -1.70063 -0.007
C 2.99398 -1.31978 -2.38563 0.004
C 4.13657 -0.53827 -2.44783 0.000
C 4.16618 0.68472 -1.77693 -0.014
C 3.04348 1.09002 -1.06663 0.015
N 1.92048 0.37763 -1.03233 -0.052
H -5.07472 -3.03778 -1.24853 0.000
H -4.71122 -0.88688 -0.10853 0.000
H -2.43773 0.10083 0.01217 -0.003
H -0.92772 -3.17208 -2.33823 -0.001
H -3.21082 -4.12308 -2.45813 0.000
H 2.93198 -2.28097 -2.87703 0.000
H 4.99268 -0.86927 -3.01933 0.000
H 5.04048 1.31992 -1.81103 0.000
H 3.05118 2.02492 -0.51333 0.001
N -1.02642 2.19523 4.81107 -0.006
C -0.33892 1.47852 3.95437 -0.016
C -0.47343 1.57882 2.52217 -0.040
N 0.20787 0.79852 1.70147 -0.023
C 1.07207 -0.10587 2.20467 0.069
C 1.25708 -0.16527 3.58937 -0.003
N 0.56947 0.59543 4.37437 0.041
H -1.73282 2.86632 4.53937 0.000
H -0.84592 2.09843 5.80587 0.000
H -1.11782 2.35042 2.11867 -0.005
H 1.58708 -0.78238 1.53817 0.007
H 1.97668 -0.84897 4.03107 0.001
O -0.84512 4.28612 -1.95173 0.011
N -0.64383 3.24122 -1.49603 -0.001
O -0.83562 2.93943 -0.26123 0.016
O -0.17542 2.23753 -2.12183 0.021
```

[4]
ORCA calculation (ωB97M-V with the def2-TZVPD basis set) on an isolated molecule of C3H7IOS at a distorted geometry.

Calculated values
HOMO: -9.1 eV
total charge: 0
multiplicity: 1
SMILES string: C[C@@H](O)[C@H](S)I
maximum force: 4.9 eV Å⁻¹
electronic energy: -24206.57949 eV
energy above the lowest of the compared OMol25 structures with the same formula, charge and spin: 0.3842 eV

XYZ file:
```
13
Properties=species:S:1:pos:R:3:mulliken_charge:R:1
C 1.56678 -0.37088 -0.22701 -1.054
C 0.12091 -0.69521 0.33838 0.103
C -0.83234 0.36965 -0.44239 -0.833
O -0.02817 -0.54351 1.67508 -0.518
S -0.46306 2.04352 0.16979 -0.135
I -2.95446 -0.26057 -0.19466 -0.022
H 2.12357 0.07556 0.58191 0.346
H 1.57891 0.46011 -1.04061 0.311
H 2.04134 -1.30787 -0.74665 0.282
H -0.27636 -1.72011 -0.12837 0.331
H -0.76297 0.19845 -1.43692 0.680
H -0.77012 -0.94473 2.16967 0.351
H -1.34404 2.69559 -0.71823 0.160
```

[5]
ORCA calculation (ωB97M-V with the def2-TZVPD basis set) on an isolated molecule of C2H2I2S at a distorted geometry.

Calculated values
HOMO (spin up / spin down): -8.5 / -8.5 eV
total charge: 0
multiplicity: 1
maximum force: 3.6 eV Å⁻¹
electronic energy: -29139.00324 eV
energy above the lowest of the compared OMol25 structures with the same formula, charge and spin: 2.7607 eV

XYZ file:
```
7
Properties=species:S:1:pos:R:3:mulliken_charge:R:1
C 1.52986 0.99741 -1.01207 -0.152
C 0.40148 -0.02947 -0.39414 -0.409
S 1.68233 -0.61631 -1.57313 0.066
I 2.96505 2.08065 0.14245 0.122
I 2.42194 -2.39330 0.19005 -0.153
H -0.76450 -0.38325 -0.50145 0.270
H 0.56698 -0.21672 0.76965 0.256
```

[6]
ORCA calculation (ωB97M-V with the def2-TZVPD basis set) on an isolated molecule of C4H4N2O at a distorted geometry.

Calculated values
HOMO: -9.5 eV
total charge: 0
multiplicity: 1
SMILES string: C=Cc1ncno1
maximum force: 11.7 eV Å⁻¹
electronic energy: -9236.18944 eV
energy above the lowest of the compared OMol25 structures with the same formula, charge and spin: 4.2984 eV

XYZ file:
```
11
Properties=species:S:1:pos:R:3:mulliken_charge:R:1
C -1.22297 0.06208 -1.64131 -0.441
C -0.21870 0.72075 -1.10450 -0.324
C 0.24075 0.37387 0.16570 0.662
C 0.77775 -0.84739 1.75142 -0.008
H -1.26665 -0.12188 -2.84646 0.234
H -1.79393 -0.86497 -0.97825 0.243
H 0.16080 1.77696 -1.46542 0.249
H 1.18527 -1.69394 2.26386 0.375
N 0.21953 -0.88428 0.68431 -0.492
N 1.11809 0.33128 2.13679 -0.362
O 0.80005 1.14753 1.03386 -0.136
```

[7]
ORCA calculation (ωB97M-V with the def2-TZVPD basis set) on the ion C12H10N5O3 with charge -1 at a distorted geometry.

Calculated values
HOMO: -4.1 eV
total charge: -1
multiplicity: 1
maximum force: 2.7 eV Å⁻¹
electronic energy: -26196.65726 eV

XYZ file:
```
30
Properties=species:S:1:pos:R:3:mulliken_charge:R:1
O 2.70223 0.87137 3.07292 -0.666
N 2.35366 -0.13611 2.42191 0.927
C 0.96684 -0.32441 2.14465 -0.584
C 0.07330 0.83278 2.59412 -0.133
N -1.25917 0.25858 2.78800 0.778
N -2.34141 0.94628 3.26275 -0.677
N -3.37435 0.14271 3.21925 -0.480
N -2.99962 -1.05927 2.73687 -0.539
C -1.66712 -1.00244 2.46106 0.670
C -0.80357 -1.92386 1.84334 -0.928
C 0.52197 -1.55800 1.79280 0.114
O 3.18325 -0.97563 1.99627 -0.707
H 0.43399 1.12376 3.60950 0.413
H -1.19051 -2.92949 1.57972 0.371
H 1.27730 -2.23061 1.43432 0.472
C -1.55388 0.35390 -2.64393 -1.487
C -1.09150 1.46580 -1.74656 0.426
C -0.97797 2.81923 -2.19018 -0.490
C -0.55198 3.85176 -1.31255 -0.485
C -0.25370 3.51235 0.02180 -0.602
C -0.29303 2.16710 0.43843 0.370
O 0.13794 1.96994 1.72284 -0.267
C -0.74000 1.15609 -0.41892 0.393
H -1.56824 -0.58336 -2.09879 0.345
H -2.55977 0.48927 -3.03498 0.321
H -0.91682 0.18924 -3.51014 0.313
H -1.23837 3.06364 -3.24082 0.324
H -0.45816 4.91713 -1.64226 0.297
H 0.03814 4.26066 0.76295 0.403
H -0.79345 0.11659 -0.09895 0.111
```

[8]
ORCA calculation (ωB97M-V with the def2-TZVPD basis set) on a cluster of 2 separate species, C8H10F3NO in total at a distorted geometry.

Calculated values
HOMO (spin up / spin down): -7.5 / -7.2 eV
total charge: 0
multiplicity: 1
maximum force: 5.1 eV Å⁻¹
electronic energy: -20144.42925 eV
energy above the lowest of the compared OMol25 structures with the same formula, charge and spin: 3.0695 eV

XYZ file:
```
23
Properties=species:S:1:pos:R:3:mulliken_charge:R:1
C -2.98513 -0.30683 1.11052 -0.299
C -1.91120 -0.82092 0.33292 -0.586
C -2.42133 0.73047 1.86266 -0.546
C -0.76071 -0.19339 0.75537 -0.075
C 0.89656 0.53284 -2.61700 -0.908
C 0.75757 1.35419 -1.34712 -0.590
C 0.58526 -0.45014 0.36828 0.947
C 1.69056 0.14374 1.24670 0.662
N 0.93902 -1.77556 -0.03527 -0.494
O -1.06885 0.78881 1.67484 -0.293
F 1.85640 -0.50658 2.46114 -0.339
F 1.58642 1.43151 1.62974 -0.244
F 2.87796 -0.01625 0.66160 -0.274
H -4.07098 -0.57321 1.03105 0.359
H -2.04568 -1.76251 -0.36087 0.283
H -2.78394 1.34079 2.69363 0.393
H 1.86402 -0.15765 -2.54248 0.182
H 1.13419 1.21619 -3.45334 0.354
H 0.07485 -0.00257 -3.05809 0.302
H 1.78493 1.59999 -0.95741 0.247
H -0.13482 1.72137 -0.99970 0.523
H 1.86123 -1.82817 -0.47651 0.234
H 0.27367 -2.46612 0.01933 0.159
```